# 1
Here is a 2-piece molecular cluster, CH3N3O2S overall from the Open Molecules 2025 dataset. Energies are from the ωB97M-V functional and the def2-TZVPD basis.

```
10
Properties=species:S:1:pos:R:3:mulliken_charge:R:1
C 1.458 0.237 -0.134 0.06
N -1.748 -0.732 0.137 -0.25
N 0.579 -0.581 0.301 -0.29
N -2.209 0.294 0.042 0.77
O -2.672 1.355 0.017 -0.54
O 0.712 -1.857 -0.206 -0.41
S 1.431 1.956 0.002 -0.14
H 0.346 1.986 0.607 0.09
H 2.173 -0.166 -0.897 0.34
H -0.071 -2.493 0.132 0.38
```

Values from the calculation:
ΔE to the lowest compared entry with this formula, charge and spin	4.1142	eV
SMILES	N#[N+][O-].O/N=C/S



# 2
Here is an isolated ion of composition C19H24N3O and charge +1 from the Open Molecules 2025 dataset. Energies are from the ωB97M-V functional and the def2-TZVPD basis.

```
47
Properties=species:S:1:pos:R:3:mulliken_charge:R:1
C 2.206 0.265 -2.236 -0.73
O 0.925 0.672 -1.661 -0.29
C 0.203 -0.250 -0.891 -0.87
C -1.248 0.057 -1.084 1.08
C -2.223 -0.911 -1.352 -0.12
C -3.520 -0.536 -1.746 -0.99
C -3.819 0.793 -2.084 0.70
C -5.037 1.131 -2.907 -1.33
C -2.894 1.775 -1.637 -0.75
C -1.634 1.401 -1.156 -0.65
H 2.884 1.122 -2.154 0.25
H 2.617 -0.585 -1.663 0.36
H 2.090 -0.001 -3.309 0.29
H 0.555 -1.273 -1.148 0.59
H -1.994 -1.965 -1.260 0.51
H -4.303 -1.290 -1.878 0.37
H -5.080 2.205 -3.087 0.36
H -5.044 0.615 -3.866 0.32
H -5.931 0.831 -2.380 0.35
H -3.163 2.840 -1.729 0.32
H -0.904 2.172 -0.873 0.33
C 5.378 0.887 0.388 -0.49
C 4.490 1.913 0.045 -0.48
C 3.176 1.884 0.484 -0.44
C 2.731 0.768 1.194 0.45
C 1.301 0.697 1.604 -0.84
N 0.541 -0.269 0.809 0.39
C -0.311 -1.038 1.519 0.30
N -1.024 -2.036 0.973 -0.08
C -2.011 -2.557 1.895 -0.62
C -1.680 -1.861 3.193 -0.56
N -0.630 -0.940 2.810 -0.11
C 3.607 -0.261 1.586 -0.46
C 4.943 -0.196 1.180 -0.58
H 6.433 0.949 0.087 0.40
H 4.813 2.772 -0.559 0.41
H 2.447 2.698 0.295 0.27
H 1.350 0.409 2.693 0.47
H 0.783 1.674 1.573 0.25
H -0.858 -2.370 0.024 0.37
H -3.010 -2.306 1.514 0.30
H -1.922 -3.655 1.976 0.35
H -2.547 -1.332 3.627 0.31
H -1.356 -2.540 3.987 0.35
H -0.214 -0.303 3.472 0.16
H 3.243 -1.074 2.226 0.37
H 5.638 -0.984 1.505 0.39
```

Values from the calculation:
charge	+1
ΔE to the lowest compared entry with this formula, charge and spin	1.0755	eV
SMILES	CO[C@H](c1ccc(C)cc1)N(Cc1ccccc1)C1=[NH+]CCN1



# 3
Here is one molecule with the formula C6H12O4S from the Open Molecules 2025 dataset. Energies are from the ωB97M-V functional and the def2-TZVPD basis.

```
23
Properties=species:S:1:pos:R:3:mulliken_charge:R:1
O 0.357 1.094 2.954 -0.66
S 0.967 0.635 1.742 1.23
O 2.382 0.637 1.581 -0.63
C 0.292 -0.972 1.351 -1.01
C -0.617 -1.014 0.110 0.31
C 0.138 -1.277 -1.201 -0.97
C 1.139 -0.244 -1.687 -0.50
O 0.448 0.926 -2.123 -0.59
C -1.607 0.171 0.055 -0.80
C -1.020 1.546 0.421 -0.62
O 0.421 1.506 0.534 -0.33
H 1.154 -1.630 1.234 0.39
H -0.252 -1.265 2.247 0.44
H -1.229 -1.906 0.261 0.44
H -0.605 -1.397 -1.996 0.39
H 0.651 -2.240 -1.109 0.40
H 1.864 0.008 -0.910 0.27
H 1.701 -0.662 -2.527 0.40
H 0.892 1.698 -1.739 0.34
H -2.436 -0.030 0.736 0.40
H -2.020 0.216 -0.951 0.39
H -1.411 1.916 1.368 0.41
H -1.208 2.284 -0.352 0.30
```

Values from the calculation:
ΔE to the lowest compared entry with this formula, charge and spin	0.5308	eV
SMILES	O=S1(=O)C[C@H](CCO)CCO1



# 4
Here is an isolated ion of composition C7H17N4 and charge +1 from the Open Molecules 2025 dataset. Energies are from the ωB97M-V functional and the def2-TZVPD basis.

```
28
Properties=species:S:1:pos:R:3:mulliken_charge:R:1
C -0.380 0.302 -0.861 0.54
C -1.057 -0.351 0.089 -0.19
C 1.577 0.495 -0.101 0.21
C 1.654 1.822 0.516 -1.46
C -3.461 0.423 -0.161 -1.11
C 1.893 -1.868 0.925 -0.93
C -2.507 -0.771 0.352 -0.61
N 1.368 -0.470 0.951 0.00
N -0.376 0.596 -2.190 -0.39
N 2.467 0.207 -1.051 -0.51
N -0.026 -0.439 1.282 -0.06
H 0.799 1.959 1.090 0.34
H 1.790 2.703 -0.231 0.39
H 2.549 1.888 1.209 0.37
H -3.225 0.963 -1.084 0.34
H -3.449 1.168 0.608 0.32
H -4.418 -0.064 -0.323 0.36
H 2.988 -2.095 0.825 0.28
H 1.689 -2.480 1.827 0.37
H 1.407 -2.398 -0.014 0.33
H -2.671 -1.664 -0.421 0.26
H -2.557 -1.094 1.405 0.35
H -1.245 0.498 -2.683 0.24
H 0.384 1.135 -2.569 0.19
H 2.923 1.007 -1.637 0.31
H 2.222 -0.548 -1.618 0.27
H -0.180 0.334 1.896 0.34
H -0.156 -1.259 1.967 0.44
```

Values from the calculation:
charge	+1
ΔE to the lowest compared entry with this formula, charge and spin	4.6258	eV



# 5
Here is C32H38BrClF5GeO3RuSe2 as an isolated structure from the Open Molecules 2025 dataset. Energies are from the ωB97M-V functional and the def2-TZVPD basis.

```
84
Properties=species:S:1:pos:R:3:mulliken_charge:R:1
Ru 0.125 -1.359 0.707 2.04
Cl 0.772 -8.617 1.468 -0.23
C 0.576 -6.964 0.968 0.09
C 1.081 -6.555 -0.273 -0.54
C 0.929 -5.259 -0.695 -0.51
C 0.257 -4.305 0.097 0.10
O 0.084 -3.099 -0.382 -0.78
C -0.224 -4.724 1.364 1.14
C -0.864 -3.847 2.311 -0.32
O -1.108 -2.646 2.174 -0.52
C -0.056 -6.062 1.776 -1.12
H 1.596 -7.274 -0.896 0.43
H 1.319 -4.933 -1.650 0.48
H -1.160 -4.317 3.260 0.30
H -0.432 -6.369 2.744 0.40
C 0.919 6.547 -1.186 -2.03
C -0.221 5.700 -0.621 1.86
C -1.440 5.842 -1.544 -1.61
C -0.575 6.238 0.772 -1.68
C 0.155 4.223 -0.524 -0.19
C -0.714 3.323 0.085 -0.25
C -0.362 1.996 0.135 0.22
Br -1.608 0.772 0.904 -0.20
C 0.818 1.444 -0.388 0.74
O 1.037 0.133 -0.306 -0.71
C 1.705 2.355 -0.998 -0.48
C 1.331 3.701 -1.043 -0.31
C 3.074 2.013 -1.608 2.44
C 3.082 2.400 -3.095 -1.78
C 3.462 0.539 -1.509 -2.36
C 4.157 2.811 -0.862 -1.78
H 0.616 7.595 -1.202 0.44
H 1.169 6.261 -2.209 0.36
H 1.820 6.468 -0.574 0.41
H -1.732 6.892 -1.630 0.44
H -2.295 5.284 -1.159 0.34
H -1.214 5.465 -2.543 0.36
H -0.790 7.307 0.717 0.46
H 0.253 6.091 1.468 0.37
H -1.455 5.746 1.187 0.31
H -1.656 3.642 0.509 0.41
H 2.023 4.382 -1.515 0.23
H 2.318 1.842 -3.641 0.39
H 4.054 2.162 -3.532 0.46
H 2.899 3.463 -3.249 0.30
H 2.758 -0.117 -2.018 0.36
H 3.521 0.232 -0.467 0.18
H 4.448 0.410 -1.963 0.68
H 4.029 3.889 -0.974 0.36
H 5.143 2.550 -1.252 0.47
H 4.138 2.578 0.205 0.35
C -4.699 -1.853 2.510 -0.76
Ge -5.671 -2.097 0.835 0.36
C -6.104 -3.977 0.554 -1.12
C -7.293 -1.007 0.793 -1.18
C -4.544 -1.470 -0.653 -0.95
Se -2.795 -2.311 -0.597 0.04
C -2.173 -1.693 -2.332 -0.94
H -5.198 -2.389 3.318 0.40
H -4.650 -0.797 2.779 0.30
H -3.678 -2.228 2.426 -0.03
H -6.679 -4.362 1.396 0.39
H -5.196 -4.572 0.454 0.35
H -6.698 -4.100 -0.352 0.34
H -7.991 -1.285 1.583 0.37
H -7.795 -1.132 -0.167 0.36
H -7.041 0.048 0.913 0.36
H -4.435 -0.385 -0.600 0.44
H -5.017 -1.724 -1.603 0.39
H -2.719 -2.200 -3.123 0.39
H -1.114 -1.932 -2.405 0.20
H -2.318 -0.616 -2.399 0.30
F 7.264 -1.012 0.663 -0.33
C 6.017 -1.082 1.119 0.80
C 5.083 -1.873 0.476 -0.09
F 5.428 -2.557 -0.615 -0.37
C 3.787 -1.921 0.953 -0.13
F 2.911 -2.678 0.273 -0.10
C 3.377 -1.212 2.069 0.04
Se 1.620 -1.318 2.797 -0.34
C 4.341 -0.434 2.700 0.39
F 4.029 0.274 3.787 -0.34
C 5.643 -0.358 2.238 0.27
F 6.539 0.404 2.863 -0.32
```

Values from the calculation:
expectation value of S²	8.7658
ΔE to the lowest compared entry with this formula, charge and spin	0.2492	eV
spin multiplicity	6



# 6
Here is a 11-piece molecular cluster, H22O11 overall from the Open Molecules 2025 dataset. Energies are from the ωB97M-V functional and the def2-TZVPD basis.

```
33
Properties=species:S:1:pos:R:3:mulliken_charge:R:1
O -2.399 -2.811 -0.362 -0.64
H -2.144 -2.193 0.343 0.42
H -3.223 -2.437 -0.647 0.31
O 4.065 -0.538 -1.058 -0.59
H 4.587 -1.295 -0.925 0.28
H 3.235 -0.938 -1.326 0.32
O 1.334 0.512 -2.784 -0.65
H 0.942 -0.046 -2.122 0.22
H 2.118 0.073 -2.982 0.32
O -1.760 1.711 2.415 -0.63
H -2.382 1.949 3.124 0.27
H -2.252 1.305 1.720 0.38
O 1.826 0.582 2.288 -0.70
H 1.336 1.389 2.256 0.31
H 2.716 0.815 2.008 0.31
O 2.333 2.317 -0.520 -0.61
H 3.065 2.417 -1.093 0.29
H 1.652 2.024 -1.144 0.27
O 1.759 -2.449 -1.100 -0.66
H 1.037 -2.577 -1.720 0.32
H 1.504 -1.681 -0.580 0.35
O -1.417 -1.053 1.519 -0.58
H -1.981 -0.995 2.254 0.24
H -0.605 -1.557 1.656 0.27
O -1.939 1.162 -0.801 -0.61
H -1.299 1.829 -1.035 0.26
H -2.147 0.612 -1.548 0.30
O 0.607 -0.108 -0.174 -0.15
H -0.317 -0.081 0.005 0.27
H 1.053 0.297 0.552 0.17
O -3.941 0.359 0.883 -0.63
H -4.196 1.222 0.483 0.38
H -3.163 0.185 0.417 0.19
```

Values from the calculation:
ΔE to the lowest compared entry with this formula, charge and spin	1.3636	eV
SMILES	O.O.O.O.O.O.O.O.O.O.O



Look up the ΔE to the lowest compared entry with this formula, charge and spin of the fourth one.
4.6258 eV



What is the ΔE to the lowest compared entry with this formula, charge and spin in the second record?
1.0755 eV



The lowest ΔE to the lowest compared entry with this formula, charge and spin belongs to which entry?
C32H38BrClF5GeO3RuSe2



Number 3 is which compound?
C6H12O4S